Entry 1:
Formula: C5H12N
Source: the OMol25 dataset
Level of theory: wB97M-V/def2-TZVPD

Element x y z (Å)
H  2.567324  -0.237302  -0.078440
H  1.389010  -1.789024  -1.751118
C  0.273966  -0.026502  -1.167641
C  1.963690  -1.085615  0.237127
H  -0.640542  1.504108  -0.040794
H  0.381918  -0.035221  1.201318
H  0.765485  -1.612750  1.973599
C  -0.647934  0.433229  -0.336983
H  0.632853  0.624440  -1.971674
C  0.924625  -1.333695  -0.879122
H  -2.578281  1.668231  -0.340347
H  -3.995240  2.500765  -0.219480
H  -3.299061  1.781533  1.100197
H  2.626498  -1.942531  0.349241
N  -3.126786  2.278462  0.237499
H  0.169121  -2.000286  -0.459349
H  1.861510  -0.272041  2.259923
C  1.209052  -0.727026  1.519580

Forces on the atoms, in the same order (eV/Å):
H 0.353 -0.005 0.107
H -0.191 0.193 -0.158
C -1.174 -0.557 1.766
C -0.521 0.698 -0.120
H -0.679 -0.727 1.405
H -0.290 0.269 0.377
H -0.235 0.104 -0.070
C 2.575 1.977 -2.557
H -0.805 -0.185 -0.538
C 1.023 -0.994 0.585
H -0.502 -0.132 -0.387
H -0.171 -0.005 -0.064
H -0.255 0.081 0.097
H -0.153 -0.080 0.083
N 0.644 0.054 0.290
H -0.016 -0.111 -0.361
H -0.322 0.478 0.008
C 0.716 -1.055 -0.465

Its HOMO energy is -13.5145 eV. Its calculated total energy is -252.01224 a.u. The relative energy (zero: lowest compared OMol25 entry of this formula, charge and spin) is 137.4 kcal per mole. The value obtained for the max |F| is 0.0804 Eh/bohr. As for the charge: +1. The calculation puts the LUMO energy at -8.21 eV.

Entry 2:
Formula: C4H5ClOS
Source: the OMol25 dataset
Level of theory: wB97M-V/def2-TZVPD

Element x y z (Å)
C  -1.533938  0.726711  1.159492
O  3.318055  -0.906563  0.348679
H  0.501639  -0.644108  -1.106724
C  0.583295  -0.529822  -0.055605
Cl  2.595519  1.924980  -0.917100
C  -0.570683  0.279720  0.380837
C  -1.950816  0.212416  -0.366488
H  0.403769  -1.504371  0.633750
H  -1.514159  0.342764  2.224708
H  -2.004924  1.188532  -0.786964
S  2.447844  -0.305108  -0.726897
H  -2.275602  -0.785152  -0.787683

Forces on the atoms, in the same order (eV/Å):
C 1.252 -3.132 0.794
O -1.311 1.627 -2.536
H -1.726 -1.194 -0.971
C 0.559 -1.237 1.269
Cl -0.179 -1.477 0.355
C -1.572 0.566 -1.929
C 2.603 0.966 2.354
H 1.466 1.748 -2.072
H -0.897 1.152 -1.001
H -1.233 -0.217 -1.522
S 1.004 -0.241 4.408
H 0.033 1.439 0.852

Its HOMO energy is -9.8013 eV. Its calculated total energy is -1088.79273 a.u. The relative energy (zero: lowest compared OMol25 entry of this formula, charge and spin) is 141.8 kcal per mole. The value obtained for the max |F| is 0.0880 Eh/bohr. The calculation puts the LUMO energy at -1.07 eV.

Entry 3:
Formula: C19H21N9PdS
Source: the OMol25 dataset
Level of theory: wB97M-V/def2-TZVPD

Element x y z (Å)
C  -1.362514  -0.446658  2.390456
H  0.419950  5.960995  -1.235819
H  -1.316172  -0.125435  5.769211
C  -2.007061  -2.019766  -2.258312
H  -3.395332  4.031831  -0.841752
N  -1.204665  -2.893194  -1.602106
C  2.944867  1.196568  -1.514023
C  3.149262  -0.398405  0.388281
C  0.014754  -0.394194  2.187531
C  -1.834477  -4.133413  -1.538442
H  -1.954386  -6.161531  -1.037185
H  3.198836  -0.808002  -1.599994
H  3.224021  1.120223  -2.566795
H  -1.117606  -5.182957  0.174109
H  -2.049056  -0.545677  1.558716
H  0.227478  -2.780785  -0.219422
C  -2.325562  3.945212  -0.972222
H  3.606894  -1.388787  0.440763
H  -3.903770  -2.443929  -3.041248
H  -2.367955  1.801053  -0.964471
C  -0.182904  5.064381  -1.191878
H  -2.044226  6.077213  -0.987746
C  -1.553522  5.116079  -1.049747
N  2.700673  -0.167505  -0.995965
H  2.515375  3.984119  -1.433914
N  -2.986800  -4.040746  -2.110595
N  0.756141  -0.463255  1.007935
C  0.380664  3.796928  -1.268804
H  3.928360  0.314972  0.670912
N  0.505079  1.550843  -1.316137
H  -0.304617  -5.610439  -1.348202
S  -1.624391  -0.400229  -2.598636
C  0.445261  -0.136018  4.576372
H  1.125142  -0.012567  5.408114
C  -1.259702  -5.337514  -0.896870
C  -1.812074  -0.350077  3.690712
N  1.706684  3.385687  -1.374961
C  2.008716  -0.340108  1.361302
C  1.723569  2.045427  -1.395110
H  0.763488  -3.009557  -1.777592
Pd  0.324998  -0.424401  -1.288026
C  -0.377800  2.628567  -1.219915
H  -2.873415  -0.384849  3.894372
C  -1.758397  2.690777  -1.049862
N  0.086860  -2.516408  -1.194604
C  -0.920200  -0.199009  4.765856
N  2.159214  -0.201128  2.695394
C  0.888665  -0.236382  3.262565
H  3.779352  1.676860  -0.995211
H  3.030311  -0.087644  3.188504
N  -3.078027  -2.747175  -2.545515

Forces on the atoms, in the same order (eV/Å):
C -0.001 -0.004 0.009
H -0.007 0.004 -0.004
H -0.003 0.000 -0.001
C 0.037 -0.012 0.029
H 0.000 0.007 -0.002
N -0.017 0.105 -0.029
C 0.048 -0.045 0.046
C 0.044 0.006 -0.024
C -0.058 0.021 -0.059
C -0.006 -0.035 -0.010
H 0.003 -0.003 0.008
H -0.009 -0.002 0.017
H -0.036 0.007 -0.013
H 0.008 0.000 0.000
H 0.000 -0.002 -0.003
H -0.054 0.040 0.006
C 0.001 0.015 -0.006
H -0.011 -0.008 0.011
H 0.003 -0.006 0.013
H 0.073 0.016 -0.036
C -0.046 0.002 0.005
H -0.002 -0.001 0.005
C 0.036 -0.030 -0.007
N 0.184 0.092 -0.078
H -0.015 0.012 0.002
N 0.012 -0.010 -0.005
N 0.273 -0.061 -0.061
C 0.098 0.040 -0.028
H -0.015 0.005 0.043
N 0.136 -0.184 -0.069
H 0.003 -0.003 0.003
S 0.248 -0.074 0.010
C -0.016 0.002 -0.005
H 0.005 -0.003 -0.003
C -0.008 0.012 -0.006
C 0.003 -0.002 0.000
N -0.059 -0.074 0.010
C -0.051 0.047 -0.021
C 0.052 0.036 0.021
H 0.017 -0.006 0.061
Pd -0.755 0.060 0.170
C -0.077 0.008 0.079
H -0.001 0.001 -0.004
C -0.103 -0.040 0.034
N 0.042 0.007 -0.089
C 0.007 0.001 0.010
N 0.010 0.011 0.012
C 0.033 0.006 0.018
H 0.015 -0.006 -0.026
H -0.011 -0.002 0.007
N -0.027 0.049 -0.041

Its HOMO energy is -14.0427 eV. Its calculated total energy is -1755.06424 a.u. The relative energy (zero: lowest compared OMol25 entry of this formula, charge and spin) is 14.7 kcal per mole. The value obtained for the max |F| is 0.0151 Eh/bohr. As for the charge: +2. The calculation puts the LUMO energy at -6.63 eV.

Number 1: HOMO-LUMO gap 5.302 eV. Number 2: HOMO-LUMO gap 8.733 eV. Number 3: HOMO-LUMO gap 7.417 eV.